Molecular formula: C9H27N9O18
Method: DFT, ωB97M-V/def2-TZVPD

Values from the calculation:
- Energy above the lowest of the compared OMol25 structures with the same formula, charge and spin: 79.7 kJ/mol
- E_LUMO: -0.22 eV
- Kohn-Sham gap: 10.411 eV
- Structure (SMILES): C[N+](=O)[O-].C[N+](=O)[O-].C[N+](=O)[O-].C[N+](=O)[O-].C[N+](=O)[O-].C[N+](=O)[O-].C[N+](=O)[O-].C[N+](=O)[O-].C[N+](=O)[O-]

```
63
C9H27N9O18 | the OMol25 dataset | ωB97M-V/def2-TZVPD
H -24.86086 14.53117 40.60924
H -20.31237 15.82737 42.69068
O -20.13927 13.48730 48.92818
H -22.97720 20.26037 44.50961
O -20.70092 22.31125 45.20682
N -23.43934 19.99930 39.35848
O -22.26416 17.97094 43.78250
N -25.51967 15.77847 43.67043
H -21.44653 15.75853 44.13472
H -23.03092 10.64694 44.30958
H -24.24712 13.69977 39.28496
C -23.95562 14.00246 40.28504
N -21.26403 17.58962 43.20561
H -22.63396 21.87533 43.84369
H -19.91284 16.58405 44.30811
H -21.62097 19.51066 38.63793
H -25.76654 17.09845 45.25267
O -20.80397 18.15217 42.23363
C -21.37755 14.47075 47.23671
N -21.37432 21.29682 45.30764
O -20.19398 17.24595 46.79032
O -21.63559 13.17864 44.05627
O -20.89241 12.22007 47.36972
H -20.63305 14.69259 46.47345
H -22.63531 18.10880 39.03352
C -19.02958 21.07744 41.88718
O -18.94804 20.25286 44.06401
H -19.78534 21.85957 41.80416
C -20.68635 16.30209 43.58739
C -25.05666 16.32268 44.99094
O -23.95404 20.31754 40.39943
O -24.87600 14.84702 43.21772
C -22.27441 19.06828 39.38957
O -22.34522 15.17986 39.12690
C -19.83526 17.38143 49.07052
C -22.20405 20.92220 44.13509
N -22.25237 12.33062 43.43485
H -21.61507 20.38625 43.40186
H -19.59934 18.41440 49.30213
C -23.37653 11.67726 44.23421
H -24.31669 11.84391 43.72530
O -21.40386 20.65506 46.33562
H -18.15948 21.42389 41.33415
O -26.39404 16.34127 43.05653
H -19.33724 16.66260 49.71518
H -21.34188 15.27346 47.96040
N -19.36956 17.07968 47.67771
O -22.07083 12.06362 42.27312
N -18.61137 21.14509 43.31224
O -23.81333 20.31651 38.25576
H -23.29100 12.09741 45.22807
O -17.91358 22.06891 43.63196
H -24.92291 15.52278 45.70604
H -19.37997 20.12004 41.53330
H -20.90388 17.19968 49.06524
N -20.76509 13.29158 47.91767
H -21.75350 19.08026 40.33794
H -23.85543 13.27546 41.08078
O -22.42206 15.40541 41.24491
H -22.35799 14.26800 46.82896
N -22.85772 14.96845 40.20803
O -18.23840 16.69126 47.51231
H -24.10442 16.73355 44.64606
```

natural (NBO) atomic charge list, values in e, 8 entries: atom 1 (H): 0.25, atom 2 (H): 0.25, atom 3 (O): -0.38, atom 4 (H): 0.23, atom 5 (O): -0.39, atom 6 (N): 0.54, atom 7 (O): -0.41, atom 8 (N): 0.54